a.
The following is a quantum chemistry calculation of C4H8FN3 in the gas phase, from the OMol25 dataset.

Atoms and positions in Å:
H (1.315, 1.535, -0.569)
N (0.409, 1.334, -0.253)
C (0.421, 0.073, -0.071)
N (1.549, -0.657, -0.264)
N (3.003, -0.270, -0.386)
C (-0.895, -0.704, 0.115)
C (-1.850, 0.190, 1.056)
C (-2.029, 0.232, -0.515)
F (-3.333, -0.307, -0.925)
H (1.586, -1.795, -0.017)
H (2.957, 0.606, -1.016)
H (3.257, 0.031, 0.585)
H (-0.875, -1.717, -0.043)
H (-1.370, 0.796, 1.820)
H (-2.646, -0.509, 1.544)
H (-1.499, 1.163, -1.060)

total charge: 0
HOMO: -9.241 eV
structure (SMILES): [H]/N=C(\NN)[C@H]1C[C@@H]1F
molar mass: 117.13 g mol⁻¹
orbital gap: 9.9893 eV



b.
The following is a quantum chemistry calculation of C4H8FN3 in the gas phase, from the OMol25 dataset.

Atoms and positions in Å:
N (-1.060, -1.039, 1.104)
C (-0.184, -0.269, 0.187)
C (0.853, -1.094, -0.588)
F (1.662, -1.909, 0.155)
C (-0.971, 0.402, -0.899)
N (-0.536, 1.619, -1.246)
N (0.588, 1.687, -0.290)
C (0.311, 0.900, 0.987)
H (-0.454, -1.872, 1.306)
H (-1.834, -1.513, 0.567)
H (0.596, -1.820, -1.348)
H (1.333, -0.228, -1.175)
H (-1.911, 0.097, -1.575)
H (1.064, 2.848, -0.456)
H (1.275, 1.029, 1.796)
H (-0.732, 1.162, 1.477)

total charge: 0
HOMO: -8.646 eV
structure (SMILES): N[C@@]1(CF)C=NNC1
molar mass: 117.13 g mol⁻¹
orbital gap: 9.5252 eV



What is the stability order? It is a, b, from most stable to least stable.



a.
The following is a quantum chemistry calculation of 8 unconnected molecules or ions with the total composition C42H104N8O2, from the OMol25 dataset.

Atoms and positions in Å:
C (-0.252, 2.146, 3.973)
C (0.497, 1.352, 5.048)
N (1.918, 1.681, 5.092)
C (2.199, 3.049, 5.513)
C (3.599, 3.509, 5.174)
C (2.730, 0.690, 5.771)
C (3.835, 0.117, 4.865)
H (-1.248, 1.720, 3.857)
H (0.300, 2.059, 3.039)
H (-0.366, 3.193, 4.248)
H (0.042, 1.478, 6.044)
H (0.405, 0.291, 4.803)
H (1.455, 3.747, 5.137)
H (2.104, 3.055, 6.616)
H (4.349, 2.833, 5.591)
H (3.793, 3.536, 4.098)
H (3.820, 4.504, 5.562)
H (2.128, -0.135, 6.153)
H (3.244, 1.130, 6.636)
H (4.336, 0.857, 4.244)
H (3.397, -0.627, 4.192)
H (4.601, -0.426, 5.426)
C (-2.666, -1.963, -4.791)
C (-3.475, -2.970, -3.971)
N (-2.684, -3.996, -3.328)
C (-3.562, -4.904, -2.590)
C (-2.831, -5.850, -1.663)
C (-1.749, -4.716, -4.211)
C (-2.370, -5.381, -5.426)
H (-3.040, -0.941, -4.769)
H (-2.672, -2.235, -5.848)
H (-1.638, -1.949, -4.431)
H (-4.079, -2.472, -3.209)
H (-4.218, -3.414, -4.657)
H (-4.215, -4.280, -1.972)
H (-4.243, -5.412, -3.292)
H (-2.141, -5.332, -0.996)
H (-3.557, -6.379, -1.043)
H (-2.247, -6.611, -2.185)
H (-1.126, -5.361, -3.591)
H (-1.009, -3.970, -4.528)
H (-3.147, -4.767, -5.874)
H (-2.820, -6.335, -5.135)
H (-1.594, -5.630, -6.150)
C (4.447, -0.754, -2.817)
C (3.302, -0.882, -1.836)
N (2.481, -2.090, -1.994)
C (3.142, -3.314, -1.546)
C (2.141, -4.428, -1.221)
C (1.928, -2.296, -3.335)
C (1.203, -1.077, -3.876)
H (4.081, -0.789, -3.845)
H (5.196, -1.542, -2.728)
H (4.973, 0.197, -2.716)
H (3.633, -0.866, -0.797)
H (2.615, -0.034, -1.920)
H (3.823, -3.667, -2.334)
H (3.741, -3.140, -0.650)
H (2.443, -5.099, -0.419)
H (1.160, -4.032, -0.945)
H (1.971, -5.046, -2.107)
H (1.205, -3.112, -3.311)
H (2.744, -2.567, -4.019)
H (1.869, -0.218, -3.975)
H (0.372, -0.778, -3.232)
H (0.775, -1.289, -4.856)
C (-2.509, 6.098, -3.223)
C (-1.724, 5.018, -2.476)
N (-1.901, 3.704, -3.109)
C (-0.743, 2.826, -2.862)
C (-0.588, 2.186, -1.477)
C (-3.158, 3.083, -2.778)
C (-3.604, 2.010, -3.776)
H (-2.266, 7.055, -2.750)
H (-3.576, 5.899, -3.267)
H (-2.166, 6.231, -4.252)
H (-0.666, 5.261, -2.464)
H (-2.144, 4.993, -1.457)
H (0.158, 3.346, -3.188)
H (-0.798, 2.022, -3.607)
H (0.277, 1.517, -1.461)
H (-1.433, 1.563, -1.187)
H (-0.424, 2.946, -0.710)
H (-3.196, 2.684, -1.752)
H (-3.938, 3.850, -2.776)
H (-4.032, 2.474, -4.662)
H (-2.772, 1.346, -3.992)
H (-4.413, 1.444, -3.308)
C (-0.250, -5.482, 1.398)
C (-0.500, -4.130, 2.052)
N (0.005, -4.070, 3.412)
C (1.431, -4.277, 3.546)
C (2.370, -3.294, 2.846)
C (-0.438, -2.824, 4.060)
C (0.093, -2.654, 5.480)
H (0.818, -5.696, 1.454)
H (-0.573, -5.560, 0.359)
H (-0.741, -6.322, 1.895)
H (-0.058, -3.316, 1.449)
H (-1.571, -3.911, 2.041)
H (1.712, -4.305, 4.604)
H (1.686, -5.314, 3.303)
H (2.185, -2.279, 3.209)
H (3.403, -3.569, 3.046)
H (2.118, -3.272, 1.781)
H (-1.528, -2.866, 4.142)
H (-0.240, -1.965, 3.402)
H (1.101, -2.236, 5.475)
H (0.029, -3.601, 6.015)
H (-0.514, -1.952, 6.055)
C (1.723, 6.578, -1.127)
C (1.570, 5.606, 0.029)
N (2.836, 5.000, 0.441)
C (3.897, 5.921, 0.821)
C (3.655, 6.657, 2.145)
C (2.619, 3.873, 1.348)
C (3.781, 2.905, 1.321)
H (2.213, 6.130, -1.991)
H (2.287, 7.435, -0.760)
H (0.720, 6.900, -1.413)
H (1.155, 6.161, 0.888)
H (0.882, 4.799, -0.222)
H (4.802, 5.330, 0.972)
H (4.101, 6.584, -0.015)
H (4.530, 7.266, 2.385)
H (2.794, 7.329, 2.100)
H (3.491, 5.996, 2.995)
H (1.737, 3.347, 0.973)
H (2.332, 4.210, 2.355)
H (4.676, 3.397, 1.705)
H (3.943, 2.657, 0.269)
H (3.598, 1.970, 1.852)
C (-1.321, -1.945, -1.027)
N (-0.078, -1.422, -0.493)
C (-0.044, -0.579, 0.555)
C (1.342, -0.262, 1.057)
O (-1.068, -0.119, 1.048)
H (-1.691, -1.184, -1.726)
H (-2.071, -2.023, -0.241)
H (-1.177, -2.894, -1.534)
H (0.821, -1.746, -0.858)
H (2.033, -1.101, 1.073)
H (1.230, 0.098, 2.082)
H (1.748, 0.587, 0.502)
C (-4.278, -0.073, -0.493)
N (-5.663, 0.367, -0.521)
C (-6.504, 0.281, 0.526)
C (-7.918, 0.740, 0.251)
O (-6.152, -0.159, 1.610)
H (-3.890, 0.078, 0.511)
H (-3.645, 0.392, -1.243)
H (-4.232, -1.140, -0.732)
H (-5.968, 0.822, -1.363)
H (-8.428, 0.837, 1.204)
H (-8.462, 0.011, -0.352)
H (-7.900, 1.658, -0.338)

total charge: 0
HOMO: -8.026 eV
structure (SMILES): CCN(CC)CC.CCN(CC)CC.CCN(CC)CC.CCN(CC)CC.CCN(CC)CC.CCN(CC)CC.CNC(C)=O.CNC(C)=O
molar mass: 753.35 g mol⁻¹
orbital gap: 8.6580 eV



b.
The following is a quantum chemistry calculation of 8 unconnected molecules or ions with the total composition C42H104N8O2, from the OMol25 dataset.

Atoms and positions in Å:
C (3.723, 0.876, 1.334)
C (4.465, 2.088, 1.031)
N (5.865, 1.805, 1.014)
C (6.285, 1.668, -0.376)
C (7.766, 1.591, -0.781)
C (6.734, 2.638, 1.850)
C (6.548, 2.387, 3.366)
H (4.265, 0.447, 2.177)
H (3.625, 0.022, 0.664)
H (2.698, 1.159, 1.576)
H (3.971, 2.548, 0.175)
H (4.291, 2.680, 1.930)
H (5.769, 0.794, -0.773)
H (5.945, 2.584, -0.860)
H (8.326, 0.777, -0.320)
H (7.864, 1.469, -1.860)
H (8.238, 2.533, -0.502)
H (6.798, 3.707, 1.649)
H (7.761, 2.291, 1.730)
H (7.365, 2.671, 4.030)
H (6.155, 1.383, 3.529)
H (5.753, 3.037, 3.732)
C (5.772, 1.905, -4.945)
C (4.909, 0.702, -5.362)
N (3.690, 0.730, -4.564)
C (2.601, 0.081, -5.213)
C (2.822, -1.403, -5.354)
C (3.628, 0.414, -3.074)
C (2.402, 0.951, -2.387)
H (5.418, 2.747, -5.540)
H (6.798, 1.752, -5.280)
H (5.737, 2.211, -3.900)
H (4.685, 0.771, -6.426)
H (5.408, -0.264, -5.287)
H (1.693, 0.189, -4.620)
H (2.245, 0.482, -6.162)
H (3.745, -1.534, -5.920)
H (2.724, -1.875, -4.376)
H (2.062, -1.809, -6.022)
H (4.534, 0.951, -2.791)
H (3.850, -0.631, -2.858)
H (2.757, 1.291, -1.414)
H (1.749, 0.092, -2.236)
H (1.971, 1.823, -2.878)
C (-4.588, -0.783, 3.966)
C (-3.768, 0.414, 4.460)
N (-3.045, 1.034, 3.390)
C (-3.943, 1.867, 2.628)
C (-3.195, 2.393, 1.335)
C (-1.855, 1.732, 3.914)
C (-0.772, 0.735, 4.324)
H (-4.472, -0.913, 2.890)
H (-5.650, -0.690, 4.194)
H (-4.155, -1.693, 4.382)
H (-4.284, 1.108, 5.123)
H (-3.027, -0.188, 4.985)
H (-4.842, 1.299, 2.392)
H (-4.337, 2.725, 3.173)
H (-3.943, 2.811, 0.661)
H (-2.575, 3.245, 1.614)
H (-2.680, 1.646, 0.731)
H (-2.205, 2.225, 4.820)
H (-1.480, 2.551, 3.300)
H (0.144, 1.280, 4.552)
H (-0.546, 0.015, 3.537)
H (-0.996, 0.238, 5.268)
C (0.581, 7.205, 0.801)
C (-0.391, 6.114, 1.226)
N (0.101, 4.776, 1.226)
C (1.196, 4.307, 2.094)
C (1.008, 4.726, 3.586)
C (0.404, 4.501, -0.204)
C (0.197, 3.057, -0.701)
H (0.947, 7.085, -0.219)
H (1.433, 7.170, 1.480)
H (0.084, 8.175, 0.828)
H (-0.755, 6.306, 2.235)
H (-1.289, 6.111, 0.607)
H (2.158, 4.685, 1.746)
H (1.205, 3.220, 2.014)
H (1.650, 3.987, 4.068)
H (-0.012, 4.578, 3.942)
H (1.324, 5.733, 3.858)
H (-0.270, 5.081, -0.835)
H (1.428, 4.769, -0.464)
H (-0.750, 2.682, -0.312)
H (0.059, 3.114, -1.781)
H (0.979, 2.344, -0.442)
C (-3.912, 1.496, -1.997)
C (-2.858, 0.348, -2.390)
N (-2.406, 0.594, -3.737)
C (-1.353, 1.716, -3.668)
C (-0.655, 2.225, -5.001)
C (-1.971, -0.565, -4.478)
C (-0.893, -1.561, -3.924)
H (-3.591, 2.506, -1.739)
H (-4.518, 1.128, -1.170)
H (-4.652, 1.505, -2.798)
H (-2.048, 0.447, -1.667)
H (-3.217, -0.676, -2.288)
H (-1.784, 2.629, -3.259)
H (-0.523, 1.320, -3.083)
H (0.123, 2.960, -4.794)
H (-0.220, 1.498, -5.687)
H (-1.362, 2.693, -5.686)
H (-1.684, -0.313, -5.499)
H (-2.872, -1.166, -4.596)
H (-1.217, -2.578, -3.702)
H (-0.445, -1.349, -2.954)
H (-0.120, -1.551, -4.693)
C (-4.525, -5.005, 4.189)
C (-5.317, -5.066, 2.868)
N (-6.157, -6.266, 2.727)
C (-6.980, -6.095, 1.543)
C (-8.106, -5.109, 1.934)
C (-5.238, -7.422, 2.507)
C (-5.710, -8.615, 3.204)
H (-4.284, -3.958, 4.377)
H (-3.648, -5.635, 4.038)
H (-5.140, -5.464, 4.963)
H (-5.798, -4.088, 2.851)
H (-4.642, -5.088, 2.012)
H (-6.342, -5.799, 0.710)
H (-7.482, -7.034, 1.313)
H (-8.834, -5.400, 2.692)
H (-7.787, -4.075, 2.066)
H (-8.859, -5.060, 1.147)
H (-4.221, -7.053, 2.640)
H (-5.175, -7.608, 1.434)
H (-4.874, -9.130, 3.677)
H (-6.016, -9.336, 2.446)
H (-6.444, -8.404, 3.982)
C (3.881, -2.636, -1.281)
N (2.538, -3.059, -1.504)
C (2.230, -4.254, -2.138)
C (0.777, -4.488, -2.513)
O (3.097, -5.130, -2.243)
H (4.210, -3.228, -0.426)
H (3.800, -1.558, -1.135)
H (4.564, -2.829, -2.108)
H (1.779, -2.528, -1.102)
H (0.096, -4.085, -1.763)
H (0.401, -5.509, -2.581)
H (0.637, -4.011, -3.483)
C (-2.086, -2.475, 2.149)
N (-1.442, -1.375, 1.463)
C (-0.379, -1.554, 0.637)
C (0.329, -0.306, 0.187)
O (0.048, -2.668, 0.247)
H (-1.738, -2.392, 3.178)
H (-1.863, -3.438, 1.690)
H (-3.173, -2.423, 2.222)
H (-1.776, -0.445, 1.670)
H (-0.166, 0.102, -0.694)
H (1.403, -0.285, 0.005)
H (0.112, 0.476, 0.915)

total charge: 0
HOMO: -8.007 eV
structure (SMILES): CCN(CC)CC.CCN(CC)CC.CCN(CC)CC.CCN(CC)CC.CCN(CC)CC.CCN(CC)CC.CNC(C)=O.CNC(C)=O
molar mass: 753.35 g mol⁻¹
orbital gap: 8.5909 eV



What is the stability order? It is a, b, from most stable to least stable.



a.
The following is a quantum chemistry calculation of C2H4INOS in the gas phase, from the OMol25 dataset.

Atoms and positions in Å:
C (-2.039, 0.360, 0.031)
O (-0.767, 0.826, 0.531)
N (0.143, 0.086, -0.205)
C (1.333, -0.102, 0.089)
S (2.146, -0.976, -1.196)
I (4.140, -1.300, -0.055)
H (-2.790, 0.831, 0.567)
H (-1.932, -0.697, 0.231)
H (-2.191, 0.729, -0.938)
H (1.958, 0.244, 0.945)

total charge: 0
HOMO: -8.601 eV
structure (SMILES): CO/N=C/SI
molar mass: 217.03 g mol⁻¹
orbital gap: 8.2131 eV



b.
The following is a quantum chemistry calculation of a molecular structure, C2H4INOS, from the OMol25 dataset.

Atoms and positions in Å:
C (-2.633, 0.208, -0.061)
C (0.794, 0.105, -0.128)
N (-1.432, 0.262, 0.414)
O (-0.516, 0.065, -0.519)
S (-4.158, 0.784, 0.574)
I (-7.224, -0.114, 0.008)
H (-2.670, -0.282, -0.978)
H (1.439, -0.046, -1.017)
H (0.983, -0.714, 0.501)
H (1.103, 1.036, 0.450)

total charge: 0
HOMO (alpha / beta): -9.248 / -9.359 eV
molar mass: 217.03 g mol⁻¹
orbital gap (alpha / beta): 6.5019 / 6.7421 eV



What is the stability order? It is a, b, from most stable to least stable.



a.
The following is a quantum chemistry calculation of 2 unconnected molecules or ions with the total composition C3H9O2PS, from the OMol25 dataset.

Atoms and positions in Å:
C (-0.338, -1.244, -1.908)
P (-0.375, -0.353, -0.235)
C (0.301, 1.304, -0.805)
S (1.173, -1.474, 0.767)
O (2.561, -1.432, -0.246)
H (0.174, -0.617, -2.670)
H (-1.384, -1.423, -2.188)
H (0.228, -2.163, -1.740)
H (-0.646, 1.688, -1.356)
H (1.078, 1.365, -1.436)
H (0.438, 2.005, 0.111)
H (2.816, -0.550, -0.372)
C (-1.481, 0.759, 2.976)
O (-0.378, 0.842, 2.537)
H (-1.712, 1.024, 4.118)
H (-2.455, 0.270, 2.446)

total charge: 0
HOMO: -8.678 eV
structure (SMILES): CP(C)SO.C=O
molar mass: 140.14 g mol⁻¹
orbital gap: 9.2281 eV



b.
The following is a quantum chemistry calculation of 2 unconnected molecules or ions with the total composition C3H9O2PS, from the OMol25 dataset.

Atoms and positions in Å:
C (2.094, 1.861, -0.804)
P (1.646, 0.393, -0.155)
S (2.276, -1.435, -0.248)
O (0.743, 0.723, 1.139)
C (0.160, -0.253, 1.985)
H (1.527, 2.726, -0.521)
H (2.649, 1.848, -1.722)
H (-0.892, -0.375, 1.721)
H (0.248, 0.121, 3.005)
H (0.678, -1.213, 1.894)
C (-1.828, -0.452, -1.276)
O (-2.245, -1.150, -0.130)
H (-0.732, -0.336, -1.309)
H (-2.285, 0.534, -1.222)
H (-2.153, -0.947, -2.197)
H (-1.886, -2.045, -0.160)

total charge: 0
HOMO: -8.805 eV
structure (SMILES): C=P(=S)OC.CO
molar mass: 140.14 g mol⁻¹
orbital gap: 8.9157 eV



What is the stability order? It is b, a, from most stable to least stable.